[1]
{
  "formula": "C9H14",
  "method": "ωB97M-V/def2-TZVPD",
  "de_lowest_kcal_mol": 34.4,
  "homo_ev": -9.0,
  "lumo_ev": 1.0,
  "smiles": "Cc1ccccc1.CC",
  "orbital_gap_ev": 10.028,
  "species": ["C", "C", "C", "C", "C", "C", "C", "H", "H", "H", "H", "H", "H", "H", "H", "C", "C", "H", "H", "H", "H", "H", "H"],
  "xyz": [[0.376, -3.768, 2.045], [0.259, -2.502, 1.243], [-0.779, -1.659, 1.550], [-0.815, -0.383, 0.860], [0.017, -0.180, -0.249], [1.068, -1.025, -0.600], [1.140, -2.189, 0.162], [0.537, -4.664, 1.422], [-0.552, -4.000, 2.682], [1.203, -3.657, 2.842], [-1.469, -1.915, 2.373], [-1.679, 0.163, 1.095], [-0.234, 0.776, -0.767], [1.841, -0.627, -1.343], [2.062, -2.901, -0.066], [0.356, 3.542, -1.503], [-1.092, 3.608, -1.859], [0.997, 3.634, -2.410], [0.736, 4.435, -1.015], [0.619, 2.694, -0.811], [-1.635, 3.002, -1.168], [-1.632, 4.525, -1.643], [-1.323, 3.093, -2.840]],
  "forces_ev_per_a": [[0.182, -0.743, 1.888], [0.169, -0.612, -0.833], [0.560, 2.395, -0.547], [0.359, -3.898, -0.206], [-1.425, 2.197, 0.635], [0.150, 0.528, 0.375], [2.520, -1.510, -0.196], [0.264, 0.396, 0.305], [1.136, 0.597, -1.123], [-0.944, -0.372, -1.383], [0.367, 0.330, -0.608], [-0.705, 1.450, -0.032], [0.748, -0.925, 0.076], [-1.257, -1.245, 0.978], [-2.168, 1.348, 0.665], [1.908, 0.498, -0.032], [-1.285, -1.304, -0.427], [-0.313, -0.975, 0.452], [-0.435, 0.258, 0.630], [-0.061, 0.701, -1.150], [-0.356, -0.940, 0.660], [0.415, 0.625, -0.947], [0.172, 1.201, 0.819]],
  "mulliken_charge": [-1.23, 0.84, -0.52, -0.73, -0.04, -0.50, -0.12, 0.32, 0.31, 0.24, 0.27, 0.38, 0.28, 0.29, 0.18, -0.76, -0.82, 0.24, 0.31, 0.21, 0.24, 0.35, 0.25]
}

---

[2]
{
  "formula": "C9H14",
  "method": "ωB97M-V/def2-TZVPD",
  "de_lowest_kcal_mol": 33.3,
  "homo_ev": -9.0,
  "lumo_ev": 1.0,
  "smiles": "Cc1ccccc1.CC",
  "orbital_gap_ev": 9.943,
  "species": ["C", "C", "C", "C", "C", "C", "C", "H", "H", "H", "H", "H", "H", "H", "H", "C", "C", "H", "H", "H", "H", "H", "H"],
  "xyz": [[0.486, -1.657, 3.062], [0.051, -1.747, 1.638], [0.361, -2.810, 0.813], [0.042, -2.756, -0.545], [-0.645, -1.692, -1.128], [-0.848, -0.588, -0.276], [-0.473, -0.574, 1.051], [0.256, -0.608, 3.337], [1.541, -2.003, 3.012], [0.204, -2.170, 3.951], [0.862, -3.750, 1.073], [0.562, -3.422, -1.241], [-0.879, -1.597, -2.190], [-1.234, 0.332, -0.790], [-0.554, 0.347, 1.590], [0.211, 3.381, -1.020], [-0.076, 2.788, -2.414], [0.347, 4.541, -1.082], [-0.686, 3.348, -0.382], [0.977, 2.823, -0.519], [-0.414, 1.775, -2.179], [-0.903, 3.405, -2.762], [0.811, 2.635, -3.000]],
  "forces_ev_per_a": [[1.486, 1.032, -0.136], [-0.727, 0.215, 0.269], [-0.309, -0.715, -1.192], [0.533, 0.266, -1.286], [0.515, 0.656, 1.404], [-0.621, 0.834, -1.822], [-0.053, -1.231, -0.522], [1.180, -0.328, 0.107], [-0.056, 1.235, 0.364], [-1.546, -1.314, -0.012], [-0.051, 0.679, 0.659], [-0.654, -0.458, 0.402], [0.166, -0.290, 0.393], [0.233, -0.806, 0.924], [-0.113, 0.222, 0.478], [-0.783, 2.317, -0.394], [-0.733, -0.306, 2.284], [0.589, -2.123, 0.150], [0.101, -0.416, -0.252], [0.708, 0.251, 0.385], [-0.367, 0.019, -0.503], [0.299, -0.394, -1.039], [0.201, 0.655, -0.661]],
  "mulliken_charge": [-1.26, 1.15, -0.53, -0.25, -0.67, -0.23, -0.71, 0.28, 0.25, 0.36, 0.31, 0.30, 0.37, 0.27, 0.29, -0.86, -0.53, 0.27, 0.27, 0.31, 0.03, 0.26, 0.30]
}

---

[3]
{
  "formula": "C9H14",
  "method": "ωB97M-V/def2-TZVPD",
  "de_lowest_kcal_mol": 33.1,
  "homo_ev": -8.9,
  "lumo_ev": 1.0,
  "smiles": "Cc1ccccc1.CC",
  "orbital_gap_ev": 9.935,
  "species": ["C", "C", "C", "C", "C", "C", "C", "H", "H", "H", "H", "H", "H", "H", "H", "C", "C", "H", "H", "H", "H", "H", "H"],
  "xyz": [[-1.824, 1.669, 0.304], [-0.428, 1.388, -0.136], [-0.063, 1.336, -1.487], [1.136, 0.816, -1.836], [2.061, 0.421, -0.868], [1.735, 0.592, 0.461], [0.494, 1.124, 0.893], [-2.326, 0.863, 0.836], [-2.586, 2.107, -0.383], [-1.865, 2.468, 1.075], [-0.868, 1.761, -2.096], [1.532, 0.784, -2.850], [2.866, -0.260, -1.108], [2.512, 0.524, 1.210], [0.247, 1.334, 1.932], [-1.469, -2.717, 1.550], [-0.562, -3.222, 0.427], [-1.050, -3.141, 2.482], [-1.525, -1.628, 1.483], [-2.547, -2.903, 1.405], [-0.305, -2.542, -0.427], [-1.230, -3.808, -0.211], [0.272, -3.742, 0.864]],
  "forces_ev_per_a": [[-1.709, 2.041, 0.810], [-0.082, -0.244, 1.139], [-2.001, 0.721, 1.266], [2.102, -0.167, -1.052], [-1.227, -0.912, 0.373], [-0.331, 1.370, 1.480], [0.738, -0.441, -2.147], [0.228, -0.511, -0.309], [0.900, -0.735, -0.339], [0.532, -0.297, -0.129], [0.719, -0.498, -0.641], [-0.665, -0.097, -0.087], [0.540, 0.651, -0.266], [0.086, -0.679, 0.117], [0.147, -0.255, -0.207], [-0.053, 0.983, -0.386], [-1.638, 0.272, -1.854], [-0.821, 0.753, -0.151], [0.681, 0.187, 0.889], [0.503, -0.873, 0.187], [0.487, 0.326, 1.505], [0.503, -1.276, 0.350], [0.360, -0.318, -0.551]],
  "mulliken_charge": [-1.33, 1.04, -0.64, -0.19, -0.68, -0.29, -0.62, 0.22, 0.34, 0.32, 0.33, 0.36, 0.36, 0.37, 0.38, -0.48, -0.81, 0.26, -0.03, 0.28, 0.20, 0.29, 0.29]
}

---

[4]
{
  "formula": "C9H14",
  "method": "ωB97M-V/def2-TZVPD",
  "de_lowest_kcal_mol": 57.5,
  "homo_ev": -8.8,
  "lumo_ev": 0.9,
  "smiles": "Cc1ccccc1.CC",
  "orbital_gap_ev": 9.773,
  "species": ["C", "C", "C", "C", "C", "C", "C", "H", "H", "H", "H", "H", "H", "H", "H", "C", "C", "H", "H", "H", "H", "H", "H"],
  "xyz": [[-1.925, 1.802, 0.593], [-1.552, 0.434, -0.020], [-0.578, -0.030, -1.030], [-0.376, -1.320, -1.433], [-1.218, -2.360, -0.906], [-2.001, -2.065, 0.146], [-2.241, -0.696, 0.483], [-1.973, 1.407, 1.756], [-2.961, 1.977, 0.107], [-1.112, 2.506, 0.302], [0.118, 0.757, -1.250], [0.402, -1.528, -2.231], [-0.868, -3.317, -1.296], [-2.634, -2.807, 0.597], [-3.211, -0.467, 1.103], [3.571, 0.769, 0.363], [1.992, 0.687, 0.401], [3.878, -0.306, 0.123], [3.956, 1.489, -0.340], [4.031, 0.961, 1.341], [1.561, 1.602, 1.001], [1.664, 0.754, -0.592], [1.476, -0.248, 0.782]],
  "forces_ev_per_a": [[-0.119, -2.784, 0.256], [0.178, -4.253, -0.852], [-0.778, 2.810, 2.151], [-0.686, -0.515, -0.689], [3.780, 0.547, -1.551], [-1.829, 1.548, 0.228], [-1.892, 0.870, 0.679], [-0.040, 2.202, -2.834], [1.680, 0.503, 1.271], [-1.025, -0.026, 0.733], [-0.042, 0.008, -1.066], [-1.059, 0.163, 1.191], [-0.986, -0.304, 0.519], [-0.055, -0.239, 0.246], [2.135, -0.629, -0.639], [-0.985, -2.795, 1.020], [0.381, 1.490, 2.363], [0.116, 1.606, -0.120], [-0.063, 0.064, -0.372], [-0.314, 0.106, -0.162], [0.616, -1.711, -1.171], [-0.222, 0.343, -1.141], [1.209, 0.997, -0.058]],
  "mulliken_charge": [-1.15, 0.64, -0.75, -0.19, -0.45, -0.67, -0.19, 0.27, 0.30, 0.31, 0.68, 0.31, 0.32, 0.36, 0.21, -0.97, -0.47, 0.25, 0.30, 0.29, 0.23, 0.09, 0.29]
}

---

[5]
{
  "formula": "C9H14",
  "method": "ωB97M-V/def2-TZVPD",
  "de_lowest_kcal_mol": 6.8,
  "homo_ev": -9.1,
  "lumo_ev": 1.1,
  "smiles": "Cc1ccccc1.CC",
  "orbital_gap_ev": 10.113,
  "species": ["C", "C", "C", "C", "C", "C", "C", "H", "H", "H", "H", "H", "H", "H", "H", "C", "C", "H", "H", "H", "H", "H", "H"],
  "xyz": [[3.238, -2.016, -1.402], [2.142, -1.376, -0.605], [1.886, -1.753, 0.705], [0.905, -1.098, 1.458], [0.178, -0.059, 0.918], [0.363, 0.254, -0.427], [1.319, -0.403, -1.178], [3.619, -2.894, -0.885], [4.090, -1.331, -1.450], [2.951, -2.312, -2.413], [2.478, -2.520, 1.180], [0.690, -1.498, 2.438], [-0.583, 0.488, 1.460], [-0.320, 0.942, -0.911], [1.439, -0.186, -2.235], [-2.801, 2.475, 0.934], [-3.274, 1.445, -0.106], [-3.250, 3.439, 0.718], [-3.162, 2.227, 1.938], [-1.722, 2.658, 0.943], [-2.468, 0.873, -0.561], [-3.806, 1.907, -0.935], [-3.911, 0.737, 0.415]],
  "forces_ev_per_a": [[0.457, -0.067, 0.281], [-0.401, -0.080, -0.156], [-0.158, 0.585, 0.173], [0.300, -0.546, -0.014], [-0.275, 0.100, -0.489], [-0.140, -0.152, -0.110], [0.195, -0.074, -0.023], [-0.077, -0.172, -0.019], [-0.053, 0.028, -0.263], [-0.068, 0.177, 0.094], [0.025, -0.203, -0.043], [0.025, 0.297, 0.257], [0.022, -0.217, 0.213], [0.224, 0.223, 0.050], [-0.029, 0.108, 0.046], [-0.172, 0.360, -0.164], [0.258, -0.018, 0.321], [-0.057, 0.235, -0.049], [0.379, -0.115, -0.112], [-0.116, -0.259, 0.092], [0.139, -0.039, 0.150], [-0.198, 0.012, 0.101], [-0.279, -0.183, -0.336]],
  "mulliken_charge": [-1.34, 0.68, -0.39, -0.53, -0.21, -0.20, -0.63, 0.36, 0.28, 0.34, 0.30, 0.35, 0.28, 0.35, 0.34, -0.87, -0.71, 0.33, 0.28, 0.25, 0.17, 0.32, 0.26]
}

---

For reference, electronic energy by record: -9558.6914 -9558.7356 -9558.7470 -9557.6884 -9559.8883 eV.